The following is a DFT calculation (ωB97M-V/def2-TZVPD) of the molecule C7H8BrN3O.

Net charge   0
E   -83944.518 eV
LUMO energy   0.0 eV
SMILES   [H]/N=C(\C#N)CC[C@@H]1C=C(Br)NO1
HOMO-LUMO gap   8.2 eV
ΔE to the lowest compared entry with this formula, charge and spin   82.6 kcal per mole

Last column: natural (NBO) charge in e.
Element x y z (Å)
H: 0.69144 -2.58730 -2.08988  0.3678
N: 1.14637 -1.63637 -1.87613  -0.5464
C: 1.24367 -1.28090 -0.66015  0.2052
C: 0.89003 -2.22248 0.40957  0.1877
N: 0.35461 -3.06892 0.97560  -0.2700
C: 1.85354 0.03165 -0.20115  -0.4641
C: 0.96123 0.73462 0.90289  -0.4138
C: -0.25992 1.49399 0.26126  0.0785
C: -1.52461 1.16235 1.01922  -0.3523
C: -2.27014 0.48636 0.16559  0.0906
Br: -3.92638 -0.41507 0.33723  0.0925
N: -1.82196 0.56216 -1.10805  -0.3391
O: -0.53259 1.08128 -1.05174  -0.3712
H: 1.85970 0.60550 -1.08078  0.2467
H: 2.82902 -0.01210 0.39870  0.2488
H: 0.54944 0.02155 1.58417  0.2159
H: 1.46995 1.65432 1.41026  0.2197
H: -0.06544 2.52476 0.22769  0.1761
H: -1.48782 1.19277 2.10206  0.2390
H: -1.96013 -0.32818 -1.72636  0.3884

Force components x, y, z for each atom (eV/Å):
1.00 1.73 1.01
-0.88 -0.67 -0.30
1.23 -0.64 0.48
-1.05 -0.43 -0.67
0.36 0.10 0.48
-0.29 0.03 2.72
0.05 2.72 -1.50
-0.26 -1.83 1.34
0.97 -0.26 0.76
-1.47 -0.15 0.90
0.47 0.24 0.20
-1.35 -2.01 -2.81
0.68 -0.27 -1.56
0.70 1.08 -0.97
-0.91 -0.66 -1.65
0.19 -0.42 0.77
-0.15 -2.28 -0.45
0.40 1.59 -0.09
-0.68 0.07 -0.25
1.01 2.05 1.60